A molecular structure, C23H19BBr2CoF4N2P. Source: the Open Molecules 2025 dataset; level of theory: wB97M-V/def2-TZVPD.

```
53
Properties=species:S:1:pos:R:3:forces:R:3:nbo_charge:R:1
Co 1.50581 -0.35519 0.17197 -0.22 0.18 0.00 1.42
C -1.24944 -0.19168 -3.15180 0.01 -0.01 0.01 -0.22
C -2.29132 -1.02299 -3.54395 -0.03 -0.03 -0.01 -0.20
C -1.95466 4.48227 -0.34259 -0.04 0.04 0.01 -0.19
F 4.38109 1.39481 -1.74473 -0.04 0.30 -0.10 -0.54
C -2.09664 -0.21845 -0.89997 0.04 0.04 0.03 -0.24
Br 0.41439 -1.58891 6.64649 0.00 0.01 -0.02 0.17
C 0.20224 -2.87197 -0.90083 0.00 0.02 -0.01 0.10
H -4.04606 -2.08713 -2.93059 -0.02 -0.01 -0.01 0.23
C -1.53587 3.29686 -0.92254 0.03 -0.08 -0.03 -0.21
C -0.37751 2.67373 -0.46462 0.06 0.09 0.08 -0.29
H 1.78104 0.67933 5.27583 0.00 0.00 0.02 0.26
H 1.71338 0.75389 -3.10686 0.00 -0.02 0.01 0.26
C -1.21935 5.05229 0.68696 0.03 0.02 0.03 -0.18
H -3.87793 -1.35712 -0.57337 -0.02 -0.01 0.02 0.23
H 0.68355 2.19341 -3.37819 -0.01 -0.02 0.01 0.25
C -0.64323 -3.68386 1.55933 0.05 0.07 -0.14 -0.24
C 1.64102 0.25488 3.18334 0.05 0.02 -0.03 0.10
C 1.27183 1.63742 -2.64719 -0.09 0.18 0.01 -0.95
C 0.13567 -2.54974 1.39033 -0.08 -0.11 0.02 0.19
C -3.23206 -1.44673 -2.61988 -0.02 -0.02 -0.02 -0.19
F 5.51384 0.07548 -0.25201 0.14 0.01 0.17 -0.52
H -0.98564 -3.99915 2.53120 0.00 0.00 0.04 0.25
C 0.56551 -1.68723 2.53216 -0.05 -0.02 0.14 0.18
H 0.55587 -2.50482 -1.85581 0.00 -0.02 -0.01 0.23
H -1.54938 5.98036 1.13289 -0.01 0.02 0.01 0.23
P 0.26725 1.17034 -1.21214 0.25 -0.37 0.03 0.79
H -0.52915 0.13020 -3.89065 0.05 0.04 -0.01 0.23
C -3.13715 -1.03885 -1.29430 -0.01 -0.01 -0.01 -0.20
H 2.17940 1.14042 2.87130 0.00 0.01 0.02 0.22
F 3.20173 -0.26337 -0.57724 0.10 -0.15 0.08 -0.68
H -2.36904 -1.33031 -4.57742 0.00 -0.01 -0.03 0.23
F 4.77736 -0.80498 -2.23837 0.01 -0.11 -0.14 -0.53
C -0.99362 -4.42298 0.43522 0.07 0.09 -0.03 -0.03
N 1.22513 -0.55816 2.21133 -0.07 -0.11 -0.20 -0.57
H 2.09257 2.26422 -2.29638 0.00 -0.05 0.02 0.29
C 0.30681 -2.02212 3.85188 0.09 0.13 -0.07 -0.24
C 1.42308 -0.00391 4.52083 -0.03 -0.06 0.05 -0.26
H -2.85440 4.96782 -0.69528 -0.01 -0.01 -0.01 0.23
H 1.26221 2.76811 0.92484 0.04 0.00 0.01 0.21
C 0.74251 -1.16537 4.85598 0.02 0.02 -0.09 -0.03
C -0.06237 4.43912 1.14661 -0.01 -0.02 -0.01 -0.19
H 0.51255 4.88881 1.94479 0.00 0.00 0.00 0.23
B 4.67043 0.15102 -1.29536 -0.14 -0.10 0.05 1.40
N 0.54170 -2.15676 0.17215 0.02 0.02 0.10 -0.57
C -0.56211 -4.01775 -0.81968 -0.03 -0.04 0.06 -0.26
H -2.02965 0.09856 0.13547 0.02 0.03 0.03 0.22
H -0.81363 -4.57109 -1.71176 -0.01 -0.02 0.00 0.26
Br -2.04641 -5.95679 0.62465 0.01 0.02 -0.01 0.17
H -2.11037 2.85218 -1.72516 -0.02 0.00 -0.03 0.23
H -0.21147 -2.92978 4.11354 -0.02 -0.04 0.00 0.25
C -1.14391 0.21475 -1.82612 -0.04 0.05 0.01 -0.28
C 0.35440 3.24693 0.57568 -0.07 0.02 -0.06 -0.22
```
Positions in Å, forces in eV/Å.

The gap between HOMO and LUMO (spin up / spin down) is 7.8 / 7.8 eV. Its spin multiplicity is 4. The total charge is +1. The calculation puts the LUMO energy (spin up / spin down) at -0.153 / -0.163 Ha.